Below is a cluster of 2 separate species, C3H6NO2S in total in a non-equilibrium geometry, with properties calculated with wB97M-V/def2-TZVPD.

Geometry as ORCA input:
```
! wB97M-V def2-TZVPD RIJCOSX def2/J DEFGRID3
* xyz -1 1
C 0.671 -0.981 0.354
C -0.521 1.219 -0.006
C 0.333 0.093 -0.456
N 0.728 -2.176 -0.060
O 2.059 1.649 0.887
O 3.293 0.161 -0.618
S 2.195 1.137 -0.527
H 1.041 -0.757 1.340
H -0.628 1.956 -0.686
H -0.122 1.673 0.852
H -1.616 0.863 0.176
H 0.498 -0.511 -2.213
H 1.205 -2.826 0.486
*
```

Values from the calculation:
energy relative to the best compared isomer or geometry (same formula, charge and spin): 118.44 kcal/mol
DFT total energy: -721.2199 Eh
LUMO energy: 3.9 eV
Kohn-Sham gap: 7.303 eV


Below is a structure of composition C12H9N6O9 in a non-equilibrium geometry, with properties calculated with wB97M-V/def2-TZVPD.

Geometry as ORCA input:
```
! wB97M-V def2-TZVPD RIJCOSX def2/J DEFGRID3
* xyz -1 1
O -0.723 -2.774 5.474
N -0.029 -1.872 4.971
O 0.996 -1.417 5.533
C -0.357 -1.289 3.680
C 0.515 -0.355 3.115
C 0.267 0.151 1.821
N 1.124 1.188 1.301
O 2.180 1.481 1.893
O 0.763 1.775 0.244
C -0.797 -0.258 0.994
C -1.697 -1.108 1.609
N -2.940 -1.603 1.161
O -3.580 -1.437 0.135
O -3.425 -2.428 2.186
N -2.560 -2.466 3.256
C -1.534 -1.653 2.908
H 1.390 -0.010 3.654
H -1.011 0.357 0.038
C 3.105 0.171 -2.061
N 1.672 0.344 -2.068
C 0.957 -0.365 -1.111
O 1.588 -1.149 -0.396
C -0.525 -0.233 -1.040
C -1.111 0.602 -2.133
O -2.323 0.651 -2.350
N -0.262 1.399 -2.892
C -0.897 2.295 -3.833
C 1.140 1.311 -2.934
O 1.831 2.010 -3.666
H 3.514 0.859 -2.795
H 3.498 0.390 -1.064
H 3.347 -0.862 -2.322
H -0.953 -1.243 -1.132
H -0.111 2.847 -4.339
H -1.492 1.722 -4.549
H -1.560 2.970 -3.288
*
```

Values from the calculation:
DFT total energy: -1468.0801 Eh
LUMO energy: 1.3 eV
Kohn-Sham gap: 5.610 eV


Below is the molecule C6H6N2O in a non-equilibrium geometry, with properties calculated with wB97M-V/def2-TZVPD.

Geometry as ORCA input:
```
! wB97M-V def2-TZVPD RIJCOSX def2/J DEFGRID3
* xyz 0 1
N 2.511 1.263 -1.239
C 1.797 1.128 -0.327
C 0.729 0.860 0.617
N -0.551 1.880 -0.158
C -1.075 0.712 -0.600
O -1.994 0.574 -1.347
C -0.237 -0.260 0.185
C 0.247 -1.600 -0.270
C -0.711 -1.489 0.851
H 0.927 1.189 1.662
H -0.799 2.707 -0.543
H 1.358 -1.886 -0.105
H -0.188 -1.830 -1.216
H -1.785 -1.670 0.761
H -0.230 -1.578 1.729
*
```

Values from the calculation:
SMILES string: N#C[C@H]1NC(=O)C12CC2
energy relative to the best compared isomer or geometry (same formula, charge and spin): 66.01 kcal/mol
DFT total energy: -416.8685 Eh
LUMO energy: 0.0 eV
Kohn-Sham gap: 10.127 eV


Below is a structure of composition C40H34As2N2O2Os in a non-equilibrium geometry, with properties calculated with wB97M-V/def2-TZVPD.

Geometry as ORCA input:
```
! wB97M-V def2-TZVPD RIJCOSX def2/J DEFGRID3
* xyz 2 5
Os 1.059 0.852 0.496
O 1.485 2.662 0.120
C 2.402 3.493 0.717
C 2.576 4.737 0.122
C 3.469 5.648 0.677
C 4.196 5.313 1.834
C 4.027 4.080 2.442
C 3.128 3.111 1.891
C 3.051 1.877 2.500
N 2.300 0.805 2.017
N 2.437 -0.316 2.735
C 1.667 -1.269 2.227
O 0.941 -1.070 1.157
C 1.657 -2.550 2.954
C 2.487 -2.678 4.081
C 2.462 -3.858 4.829
C 1.611 -4.898 4.464
C 0.773 -4.763 3.363
C 0.799 -3.575 2.596
H 2.020 4.948 -0.784
H 3.639 6.632 0.230
H 4.879 6.052 2.271
H 4.569 3.836 3.352
H 3.651 1.686 3.395
H 3.130 -1.844 4.370
H 3.127 -3.950 5.687
H 1.607 -5.823 5.035
H 0.096 -5.567 3.065
H 0.162 -3.497 1.721
C -2.117 0.529 -1.987
C -2.199 -0.975 -1.992
As -1.383 -1.640 -0.290
C -1.882 -3.533 -0.222
C -1.435 -4.369 -1.246
C -1.673 -5.740 -1.180
C -2.333 -6.288 -0.070
C -2.738 -5.444 0.974
C -2.484 -4.072 0.924
C -2.597 -0.760 0.977
C -2.103 0.272 1.787
C -2.965 0.924 2.671
C -4.321 0.552 2.756
C -4.804 -0.450 1.907
C -3.951 -1.111 1.019
As -0.284 1.193 -1.555
C -0.552 3.044 -2.114
C 0.360 3.656 -2.980
C 0.053 4.917 -3.506
C -1.132 5.574 -3.138
C -2.000 4.969 -2.216
C -1.698 3.697 -1.690
C 0.768 0.445 -3.001
C 1.918 -0.282 -2.660
C 2.734 -0.797 -3.669
C 2.399 -0.585 -5.021
C 1.237 0.125 -5.348
C 0.406 0.641 -4.338
H -2.707 0.969 -1.174
H -2.398 0.985 -2.951
H -1.572 -1.404 -2.780
H -3.219 -1.367 -2.049
H -0.881 -3.948 -2.096
H -1.328 -6.373 -1.996
H -2.524 -7.355 -0.010
H -3.256 -5.848 1.842
H -2.730 -3.424 1.772
H -1.046 0.566 1.665
H -2.565 1.721 3.296
H -4.991 1.034 3.463
H -5.852 -0.745 1.928
H -4.326 -1.906 0.380
H 1.297 3.159 -3.231
H 0.760 5.366 -4.199
H -1.350 6.559 -3.554
H -2.921 5.461 -1.908
H -2.346 3.221 -0.957
H 2.182 -0.420 -1.611
H 3.611 -1.366 -3.385
H 3.050 -0.975 -5.800
H 0.961 0.301 -6.381
H -0.482 1.219 -4.617
*
```

Values from the calculation:
energy relative to the best compared isomer or geometry (same formula, charge and spin): 0.00 kcal/mol
DFT total energy: -6366.1609 Eh
LUMO energy (alpha / beta): -5.8 / -10.3 eV
Kohn-Sham gap (alpha / beta): 6.848 / 2.698 eV